A molecular structure, C28H29BrN6O4RuS, computed with ωB97M-V/def2-TZVPD.

Cartesian coordinates (Å):
Ru1 -1.43 1.24 0.93
O1 1.95 -0.26 -0.16
C1 2.78 0.76 -0.36
C2 3.95 0.51 -1.09
C3 4.87 1.51 -1.32
C4 4.65 2.79 -0.82
C5 3.49 3.03 -0.10
C6 2.53 2.05 0.12
C7 1.23 2.44 0.82
O2 0.60 1.38 1.42
N1 0.30 3.14 -0.12
N2 -0.59 2.19 -0.69
C8 -0.38 1.90 -1.99
C9 -0.97 1.04 -2.83
Br1 -3.79 0.83 -0.12
C10 -1.15 0.11 -3.74
C11 -0.28 -1.07 -3.92
C12 0.82 -1.30 -3.09
C13 1.62 -2.41 -3.27
C14 1.36 -3.32 -4.28
C15 0.27 -3.11 -5.12
C16 -0.54 -1.99 -4.94
H1 1.23 0.04 0.47
H2 4.11 -0.50 -1.46
H3 5.77 1.29 -1.89
H4 5.38 3.58 -0.99
H5 3.30 4.03 0.30
H6 1.51 3.22 1.56
H7 0.86 3.56 -0.86
H8 0.35 2.54 -2.49
H9 -2.01 0.15 -4.41
H10 1.01 -0.61 -2.27
H11 2.45 -2.58 -2.58
H12 1.98 -4.20 -4.41
H13 0.04 -3.82 -5.91
H14 -1.40 -1.83 -5.58
O3 -0.98 -0.84 0.00
N3 -0.70 -2.10 -0.12
C17 -1.22 -2.69 -1.23
C18 -1.01 -4.00 -1.55
C19 -0.23 -4.76 -0.68
C20 0.26 -4.18 0.45
C21 0.03 -2.83 0.81
S1 0.60 -2.15 2.26
H15 -1.80 -1.99 -1.82
H16 -1.43 -4.39 -2.47
H17 -0.02 -5.81 -0.90
H18 0.86 -4.74 1.16
N4 -1.17 -0.70 6.05
C22 -1.74 -0.83 4.77
C23 -1.48 0.13 3.79
N5 -1.96 0.03 2.57
C24 -2.73 -1.05 2.32
C25 -3.01 -1.96 3.32
N6 -2.53 -1.87 4.56
H19 -0.24 -0.31 6.02
H20 -1.17 -1.60 6.52
H21 -0.82 0.95 4.00
H22 -3.12 -1.15 1.32
H23 -3.65 -2.81 3.10
C26 -0.47 3.29 3.44
O4 -1.60 3.63 2.66
C27 -1.93 2.92 1.55
C28 -2.85 3.81 0.75
H24 -0.79 3.12 4.47
H25 0.20 4.15 3.43
H26 0.05 2.42 3.03
H27 -2.82 4.84 1.12
H28 -3.87 3.41 0.78
H29 -2.53 3.75 -0.29

Its charge is -2. For the relative energy (zero: lowest compared OMol25 entry of this formula, charge and spin), the calculation gives 1.1294 eV. The molar mass comes out at 726.6 g mol⁻¹. As for the LUMO energy: 0.1759 Eh.

=====

7 unconnected molecules or ions with the total composition C28H29ClF2N3O5 at a distorted geometry, computed with ωB97M-V/def2-TZVPD.

Cartesian coordinates (Å):
Cl1 -0.20 2.08 -1.23
O1 0.92 2.99 -1.37
O2 -0.57 1.54 -2.53
O3 0.19 0.98 -0.37
O4 -1.31 2.79 -0.67
N1 -3.75 0.11 0.80
C1 -4.17 -0.71 1.74
C2 -4.11 -2.07 1.61
C3 -3.64 -2.63 0.43
C4 -3.18 -1.76 -0.54
C5 -3.22 -0.42 -0.29
H1 -4.64 -0.25 2.60
H2 -4.50 -2.71 2.40
H3 -3.62 -3.71 0.32
H4 -2.79 -2.13 -1.48
H5 -2.80 0.27 -1.01
N2 0.20 -4.49 0.13
C6 0.95 -3.44 0.38
C7 1.07 -2.35 -0.47
C8 0.36 -2.33 -1.64
C9 -0.30 -3.48 -2.00
C10 -0.42 -4.50 -1.05
H6 1.45 -3.41 1.34
H7 1.65 -1.50 -0.13
H8 0.34 -1.50 -2.33
H9 -0.85 -3.56 -2.93
H10 -1.00 -5.41 -1.25
N3 1.50 3.80 2.90
C11 2.28 4.59 3.63
C12 3.59 4.86 3.31
C13 4.16 4.17 2.26
C14 3.34 3.33 1.50
C15 2.02 3.19 1.85
H11 1.80 5.13 4.44
H12 4.17 5.55 3.92
H13 5.21 4.30 2.02
H14 3.74 2.81 0.63
H15 1.39 2.51 1.28
C16 0.89 6.29 0.78
O5 -0.05 5.33 0.32
H16 0.58 7.30 0.45
H17 0.88 6.28 1.86
H18 1.89 6.08 0.40
H19 0.38 4.82 -0.38
F1 1.40 0.71 5.04
C17 0.59 -0.18 4.40
C18 -0.06 -1.16 5.15
C19 -0.88 -2.08 4.50
C20 -1.03 -2.01 3.13
C21 -0.41 -0.99 2.39
C22 0.48 -0.13 3.04
H20 0.14 -1.18 6.22
H21 -1.26 -2.89 5.11
H22 -1.49 -2.82 2.56
H23 -0.58 -0.84 1.33
H24 0.97 0.67 2.49
F2 -0.76 -4.46 -6.44
C23 -0.32 -3.27 -6.08
C24 -1.17 -2.43 -5.40
C25 -0.64 -1.23 -4.93
C26 0.72 -0.98 -5.04
C27 1.53 -1.84 -5.79
C28 1.00 -2.99 -6.35
H25 -2.22 -2.68 -5.32
H26 -1.19 -0.49 -4.36
H27 1.15 -0.10 -4.58
H28 2.60 -1.67 -5.82
H29 1.60 -3.71 -6.88

Its charge is -1. For the relative energy (zero: lowest compared OMol25 entry of this formula, charge and spin), the calculation gives 0.0000 eV. The molar mass comes out at 561.0 g mol⁻¹. As for the LUMO energy: 0.0972 Eh.

=====

A molecular structure, C28H29ClNO5S5SeTi at a distorted geometry, computed with ωB97M-V/def2-TZVPD.

Cartesian coordinates (Å):
Ti1 0.12 0.58 -0.71
C1 -2.81 -4.16 0.99
C2 -2.08 -3.62 2.24
S1 -0.63 -2.70 1.74
C3 -0.14 -1.98 3.31
C4 1.14 -1.12 3.14
S2 2.14 -1.46 1.67
C5 2.57 -3.21 1.90
C6 2.84 -3.92 0.58
S3 1.46 -4.08 -0.58
C7 0.54 -5.39 0.25
C8 -0.80 -5.63 -0.43
S4 -1.92 -4.21 -0.59
H1 -3.66 -3.51 0.76
H2 -3.20 -5.16 1.19
H3 -1.79 -4.46 2.88
H4 -2.73 -2.96 2.82
H5 0.06 -2.78 4.03
H6 -0.95 -1.36 3.69
H7 1.76 -1.20 4.04
H8 0.86 -0.08 2.99
H9 1.77 -3.70 2.45
H10 3.49 -3.25 2.50
H11 3.22 -4.92 0.79
H12 3.60 -3.38 0.02
H13 0.38 -5.09 1.29
H14 1.12 -6.31 0.23
H15 -1.34 -6.44 0.08
H16 -0.64 -5.94 -1.47
Cl1 -3.38 1.22 -6.99
C9 -2.63 1.40 -5.40
C10 -2.57 2.66 -4.82
C11 -1.95 2.78 -3.58
C12 -1.40 1.70 -2.92
O1 -0.77 1.90 -1.75
C13 -1.52 0.39 -3.49
C14 -1.11 -0.80 -2.84
O2 -0.68 -0.88 -1.58
C15 -2.12 0.29 -4.77
H17 -2.99 3.52 -5.32
H18 -1.86 3.75 -3.10
H19 -1.21 -1.75 -3.37
H20 -2.18 -0.68 -5.25
O3 3.59 2.88 -3.32
S5 4.53 1.47 -3.24
O4 5.59 1.79 -2.31
N1 3.51 0.41 -2.53
C16 2.65 0.82 -1.65
O5 1.95 -0.02 -0.96
C17 2.37 2.25 -1.37
C18 1.58 2.64 -0.28
C19 1.23 3.95 -0.09
C20 1.66 4.91 -1.03
C21 2.45 4.55 -2.09
C22 2.82 3.21 -2.25
H21 1.34 1.90 0.50
H22 0.62 4.24 0.75
H23 1.37 5.94 -0.90
H24 2.80 5.28 -2.81
Se1 -1.61 0.68 1.18
C23 -1.51 2.26 2.23
C24 -2.70 2.89 2.61
C25 -2.68 3.98 3.48
C26 -1.49 4.47 3.98
C27 -0.30 3.86 3.60
C28 -0.31 2.77 2.74
H25 -3.64 2.52 2.22
H26 -3.62 4.44 3.77
H27 -1.48 5.31 4.67
H28 0.65 4.22 3.99
H29 0.62 2.29 2.48

Its charge is -1. The multiplicity is 3. For the relative energy (zero: lowest compared OMol25 entry of this formula, charge and spin), the calculation gives 1.3528 eV. The molar mass comes out at 782.2 g mol⁻¹. The expectation value of S² is 2.037. As for the LUMO energy (alpha / beta): 0.0773 / 0.0773 Eh.

=====

A molecular structure, C28H29F3IMnNO9S3, computed with ωB97M-V/def2-TZVPD.

Cartesian coordinates (Å):
Mn1 -0.04 0.15 0.00
O1 0.55 2.19 -0.50
S1 1.37 3.43 -0.24
C1 0.16 4.79 -0.17
C2 -1.28 4.28 -0.01
C3 -1.90 3.81 -1.32
C4 -3.30 3.24 -1.15
S2 -3.28 1.48 -0.69
O2 -1.96 1.25 0.00
C5 -3.18 0.82 -2.33
C6 -4.37 0.54 -2.98
C7 -4.34 0.03 -4.27
C8 -3.12 -0.21 -4.89
C9 -1.94 0.08 -4.24
C10 -1.96 0.60 -2.95
C11 1.83 3.40 1.47
C12 3.06 3.95 1.83
C13 3.42 3.95 3.16
C14 2.57 3.41 4.12
C15 1.35 2.86 3.75
C16 0.98 2.86 2.41
H1 0.28 5.38 -1.07
H2 0.47 5.39 0.68
H3 -1.88 5.10 0.38
H4 -1.30 3.48 0.73
H5 -1.26 3.07 -1.80
H6 -1.96 4.67 -2.00
H7 -3.88 3.27 -2.07
H8 -3.87 3.76 -0.37
H9 -5.32 0.70 -2.47
H10 -5.27 -0.20 -4.78
H11 -3.11 -0.61 -5.90
H12 -0.98 -0.10 -4.72
H13 -1.03 0.83 -2.45
H14 3.73 4.32 1.07
H15 4.38 4.34 3.46
H16 2.87 3.40 5.16
H17 0.69 2.43 4.49
H18 0.03 2.44 2.10
F1 4.16 -2.13 0.54
C17 4.41 -0.95 -0.03
F2 4.23 -1.09 -1.35
F3 5.69 -0.65 0.18
S3 3.33 0.35 0.65
O3 3.68 1.54 -0.08
O4 3.58 0.33 2.07
O5 2.00 -0.17 0.28
C18 -0.43 -4.69 -2.14
N1 0.32 -3.46 -1.88
C19 1.71 -3.54 -1.47
C20 -0.32 -2.30 -1.90
O6 0.19 -1.22 -1.57
H19 0.25 -5.52 -2.04
H20 -0.84 -4.69 -3.14
H21 -1.24 -4.79 -1.41
H22 2.29 -4.03 -2.25
H23 1.78 -4.13 -0.55
H24 2.09 -2.55 -1.29
H25 -1.37 -2.36 -2.20
I1 2.33 -5.37 4.98
C21 1.07 -4.52 3.57
C22 -0.17 -5.10 3.31
C23 -1.01 -4.52 2.37
C24 -0.64 -3.35 1.71
C25 0.60 -2.80 1.97
C26 1.47 -3.37 2.90
C27 -1.60 -2.75 0.70
O7 -2.36 -3.52 0.11
O8 -1.55 -1.48 0.52
H26 -0.46 -6.00 3.83
H27 -1.96 -4.96 2.13
H28 0.95 -1.92 1.44
H29 2.44 -2.93 3.08
O9 -1.19 0.06 3.25
C28 -0.64 0.01 2.27

The multiplicity is 6. For the relative energy (zero: lowest compared OMol25 entry of this formula, charge and spin), the calculation gives 0.5223 eV. The molar mass comes out at 858.6 g mol⁻¹. The expectation value of S² is 8.753. As for the LUMO energy (alpha / beta): 0.0075 / 0.0075 Eh.

=====

A molecular structure, C28H29F6GeN2PS5SbW at a distorted geometry, computed with ωB97M-V/def2-TZVPD.

Cartesian coordinates (Å):
W1 -0.85 -1.07 0.19
C1 1.15 -0.32 -2.17
N1 0.93 -1.51 -1.27
C2 0.54 -2.67 -2.11
C3 -0.90 -2.59 -2.54
N2 -1.79 -2.63 -1.35
C4 -1.85 -4.05 -0.85
C5 -3.19 -2.36 -1.74
C6 -3.70 -2.69 -2.98
C7 -5.05 -2.53 -3.24
C8 -5.91 -2.05 -2.25
C9 -5.39 -1.70 -1.02
C10 -4.04 -1.87 -0.77
S1 -3.32 -1.16 0.66
C11 2.24 -1.77 -0.66
C12 3.18 -2.60 -1.25
C13 4.45 -2.71 -0.70
C14 4.79 -2.00 0.43
C15 3.85 -1.18 1.03
C16 2.58 -1.06 0.48
S2 1.30 -0.18 1.30
H1 0.24 -0.09 -2.72
H2 1.96 -0.56 -2.86
H3 1.41 0.54 -1.57
H4 0.74 -3.57 -1.54
H5 1.16 -2.70 -3.01
H6 -1.10 -3.45 -3.19
H7 -1.11 -1.68 -3.10
H8 -2.29 -4.66 -1.64
H9 -2.46 -4.09 0.04
H10 -0.86 -4.41 -0.60
H11 -3.06 -3.07 -3.77
H12 -5.44 -2.78 -4.21
H13 -6.96 -1.92 -2.46
H14 -6.03 -1.27 -0.25
H15 2.96 -3.16 -2.15
H16 5.17 -3.37 -1.17
H17 5.78 -2.09 0.86
H18 4.09 -0.65 1.95
S3 -3.59 -2.58 2.16
Sb1 -1.44 -1.94 3.30
S4 -0.22 -2.93 1.48
S5 -1.42 0.21 2.24
F1 -2.11 0.06 -2.21
P1 -2.07 1.63 -1.75
F2 -0.89 1.87 -2.80
F3 -1.88 3.07 -1.15
F4 -0.83 1.04 -0.64
F5 -3.13 1.27 -0.60
F6 -3.19 2.02 -2.78
Ge1 2.07 2.04 1.44
C17 0.99 3.37 0.58
C18 1.29 3.71 -0.74
C19 0.65 4.78 -1.35
C20 -0.29 5.51 -0.65
C21 -0.60 5.18 0.66
C22 0.04 4.11 1.28
C23 2.36 2.19 3.34
C24 3.67 2.17 3.81
C25 3.94 2.27 5.17
C26 2.90 2.38 6.07
C27 1.59 2.39 5.62
C28 1.32 2.29 4.27
H19 3.41 1.83 0.72
H20 2.04 3.15 -1.29
H21 0.89 5.03 -2.38
H22 -0.78 6.35 -1.12
H23 -1.33 5.76 1.21
H24 -0.20 3.88 2.31
H25 4.50 2.10 3.11
H26 4.97 2.26 5.51
H27 3.11 2.45 7.13
H28 0.77 2.48 6.33
H29 0.28 2.29 3.93

Its charge is +1. The multiplicity is 3. For the relative energy (zero: lowest compared OMol25 entry of this formula, charge and spin), the calculation gives 0.0000 eV. The molar mass comes out at 1077.1 g mol⁻¹. The expectation value of S² is 2.021. As for the LUMO energy (alpha / beta): -0.1144 / -0.1311 Eh.

=====

A molecular structure, C28H29FHgNO at a distorted geometry, computed with ωB97M-V/def2-TZVPD.

Cartesian coordinates (Å):
C1 2.61 -0.46 2.03
C2 2.63 -1.21 0.82
C3 2.15 -0.39 -0.23
H1 2.96 -2.24 0.71
C4 1.81 0.87 0.33
C5 2.10 0.83 1.72
H2 1.45 1.74 -0.22
C6 -0.99 -2.54 2.48
C7 0.16 -3.08 1.83
C8 -0.04 -3.00 0.43
H3 1.05 -3.47 2.32
C9 -1.29 -2.38 0.21
C10 -1.90 -2.12 1.47
H4 2.10 -0.67 -1.28
H5 1.96 1.66 2.41
H6 2.92 -0.81 3.01
H7 -2.89 -1.68 1.62
H8 0.64 -3.31 -0.36
H9 -1.13 -2.44 3.56
Hg1 -2.43 1.73 1.24
C11 -1.74 -1.80 -1.10
C12 -3.28 -1.84 -1.19
C13 -1.16 -2.53 -2.33
H10 -3.58 -2.85 -0.88
H11 -3.62 -1.69 -2.23
H12 -3.77 -1.10 -0.53
H13 -1.27 -3.61 -2.19
H14 -0.09 -2.29 -2.48
H15 -1.70 -2.22 -3.23
C14 -1.06 -0.37 -1.07
C15 -1.84 0.78 -1.57
H16 -0.14 -0.40 -1.66
H17 -0.72 -0.12 -0.05
O1 -2.73 1.39 -0.86
N1 -1.46 1.25 -2.81
C16 -0.26 2.14 -2.76
H18 -2.23 1.69 -3.31
C17 1.05 1.50 -3.17
C18 2.22 2.19 -2.84
H19 2.13 3.14 -2.30
C19 3.47 1.69 -3.17
H20 4.37 2.24 -2.88
C20 3.57 0.48 -3.87
H21 4.56 0.09 -4.14
C21 2.41 -0.21 -4.24
H22 2.49 -1.14 -4.80
C22 1.14 0.30 -3.88
H23 0.23 -0.24 -4.17
H24 -0.13 2.53 -1.73
H25 -0.47 3.00 -3.41
F1 -0.10 1.92 6.97
C23 -0.53 1.93 5.66
C24 -1.33 2.99 5.23
C25 -1.83 2.94 3.91
C26 -1.57 1.84 3.11
C27 -0.72 0.83 3.54
C28 -0.18 0.86 4.84
H26 -1.55 3.81 5.90
H27 -2.46 3.74 3.52
H28 -0.46 0.02 2.85
H29 0.48 0.07 5.21

Its charge is -1. The molar mass comes out at 615.1 g mol⁻¹. As for the LUMO energy: 0.0491 Eh.

=====

A molecular structure, C28H29FN4O5Ti, computed with ωB97M-V/def2-TZVPD.

Cartesian coordinates (Å):
Ti1 -1.03 -1.10 0.72
C1 -2.95 -2.82 2.56
N1 -1.98 -3.11 1.47
C2 -1.01 -4.09 1.99
C3 -2.71 -3.69 0.33
C4 -3.48 -2.63 -0.40
C5 -4.53 -2.89 -1.27
C6 -5.14 -1.85 -1.95
C7 -4.73 -0.53 -1.77
C8 -3.70 -0.25 -0.89
C9 -3.05 -1.32 -0.31
H1 -3.45 -3.75 2.84
H2 -3.68 -2.09 2.23
H3 -2.41 -2.42 3.42
H4 -1.54 -4.96 2.39
H5 -0.43 -3.63 2.79
H6 -0.34 -4.41 1.20
H7 -3.35 -4.51 0.65
H8 -1.96 -4.11 -0.35
H9 -4.88 -3.91 -1.40
H10 -5.97 -2.06 -2.61
H11 -5.24 0.27 -2.29
H12 -3.41 0.77 -0.67
C10 5.15 2.95 1.68
C11 3.88 3.77 1.51
C12 4.08 4.92 0.54
C13 2.81 5.73 0.41
C14 1.67 4.85 -0.02
C15 0.62 5.35 -0.74
C16 -0.43 4.51 -1.13
F1 -1.44 5.06 -1.82
C17 -0.46 3.19 -0.82
C18 0.61 2.65 -0.09
C19 0.60 1.26 0.27
O1 -0.37 0.53 -0.16
C20 1.65 0.77 1.05
C21 2.68 1.64 1.38
N2 2.73 2.92 1.05
C22 1.68 3.48 0.31
C23 1.83 -0.65 1.49
O2 2.88 -1.02 1.97
O3 0.81 -1.43 1.28
H13 5.98 3.65 1.83
H14 5.37 2.36 0.79
H15 5.13 2.29 2.54
H16 3.58 4.17 2.48
H17 4.38 4.52 -0.43
H18 4.90 5.53 0.91
H19 2.94 6.55 -0.30
H20 2.57 6.19 1.38
H21 0.59 6.40 -1.01
H22 -1.28 2.56 -1.13
H23 3.51 1.24 1.95
N3 1.33 -3.65 -0.33
C24 0.72 -3.10 -1.42
C25 1.11 -3.53 -2.71
C26 0.52 -2.97 -3.81
C27 -0.45 -1.98 -3.64
C28 -0.79 -1.64 -2.36
N4 -0.26 -2.19 -1.24
H24 2.16 -4.19 -0.52
H25 1.39 -3.05 0.49
H26 1.88 -4.28 -2.80
H27 0.82 -3.29 -4.80
H28 -0.93 -1.50 -4.48
H29 -1.54 -0.89 -2.20
O4 -2.35 -0.11 1.52
O5 -1.30 -0.47 2.40

Its charge is +1. The multiplicity is 2. For the relative energy (zero: lowest compared OMol25 entry of this formula, charge and spin), the calculation gives 0.0000 eV. The molar mass comes out at 568.4 g mol⁻¹. The expectation value of S² is 0.766. As for the LUMO energy (alpha / beta): -0.1132 / -0.1789 Eh.